ORCA calculation (the ωB97M-V functional and the def2-TZVPD basis) on a structure of composition C42H33BrClLaN3O3P2 in a non-equilibrium geometry.

The geometry in XYZ format:
```
86
Properties=species:S:1:pos:R:3:mulliken_charge:R:1
La -0.134 -0.271 1.023 1.15
Br -2.709 5.715 5.531 -0.18
C -2.271 4.380 4.282 -0.40
C -3.121 4.137 3.198 -0.48
C -2.813 3.173 2.262 -0.70
C -1.642 2.417 2.378 -0.18
O -1.302 1.537 1.461 0.77
C -0.810 2.632 3.491 0.58
C 0.355 1.827 3.794 -0.69
N 0.760 0.755 3.203 0.68
C 1.838 0.040 3.820 -0.43
C 1.981 -0.045 5.175 -0.20
C 3.047 -0.765 5.764 -1.01
C 3.955 -1.404 4.979 -0.84
C 3.811 -1.370 3.569 0.86
C 4.724 -2.022 2.706 -0.78
C 4.542 -1.971 1.359 -1.16
C 3.408 -1.298 0.862 -0.08
N 2.529 -0.684 1.622 0.05
C 2.743 -0.676 2.978 0.31
C -1.130 3.634 4.427 -0.83
H -4.028 4.718 3.097 0.46
H -3.470 2.988 1.422 0.44
H 0.931 2.186 4.651 0.64
H 1.249 0.428 5.816 0.65
H 3.128 -0.803 6.842 0.42
H 4.782 -1.952 5.412 0.42
H 5.565 -2.558 3.132 0.45
H 5.222 -2.449 0.668 0.47
H 3.210 -1.279 -0.203 0.55
H -0.474 3.803 5.273 0.51
N -0.084 -0.054 -2.707 -0.08
P -1.054 0.994 -1.733 0.82
C -2.571 1.154 -2.700 0.11
C -2.820 0.463 -3.877 -0.27
C -4.027 0.647 -4.546 -0.79
C -4.980 1.518 -4.042 -0.56
C -4.734 2.213 -2.862 -0.53
C -3.536 2.030 -2.195 -0.72
C -0.243 2.613 -1.861 0.74
C -0.312 3.373 -3.030 -0.60
C 0.393 4.561 -3.143 -0.72
C 1.175 5.007 -2.085 -0.52
C 1.244 4.268 -0.913 -0.89
C 0.533 3.080 -0.797 0.05
P 0.825 -1.191 -1.778 0.22
C 1.946 -1.941 -2.963 0.61
C 3.164 -1.293 -3.181 -0.33
C 4.064 -1.786 -4.114 -0.83
C 3.756 -2.942 -4.820 -0.47
C 2.552 -3.598 -4.599 -0.72
C 1.644 -3.100 -3.677 -0.47
C -0.407 -2.466 -1.355 0.15
C 0.010 -3.502 -0.509 -0.33
C -0.884 -4.480 -0.105 -0.64
C -2.212 -4.410 -0.509 -0.61
C -2.633 -3.386 -1.346 -0.52
C -1.732 -2.425 -1.779 -0.60
H 0.415 0.354 -3.490 0.48
H -2.074 -0.215 -4.274 0.49
H -4.219 0.108 -5.464 0.43
H -5.917 1.659 -4.564 0.39
H -5.475 2.893 -2.462 0.45
H -3.352 2.577 -1.275 0.33
H -0.934 3.036 -3.853 0.46
H 0.330 5.144 -4.053 0.44
H 1.722 5.937 -2.167 0.41
H 1.836 4.620 -0.078 0.45
H 0.581 2.558 0.157 -0.02
H 3.413 -0.394 -2.625 0.34
H 5.003 -1.277 -4.286 0.42
H 4.459 -3.334 -5.544 0.40
H 2.319 -4.499 -5.151 0.43
H 0.704 -3.612 -3.512 0.43
H 1.051 -3.564 -0.203 0.47
H -0.548 -5.289 0.530 0.44
H -2.920 -5.154 -0.168 0.40
H -3.668 -3.329 -1.657 0.44
H -2.072 -1.640 -2.441 0.27
Cl 0.090 -2.604 2.844 -0.07
C -1.671 -2.600 3.344 -0.54
C -2.591 -2.138 2.218 0.46
O -3.748 -2.468 2.262 -0.62
O -2.006 -1.397 1.317 -0.19
H -1.744 -1.930 4.197 0.30
H -1.936 -3.610 3.633 0.37
```

The calculation puts the LUMO energy at -3.04 eV. The spin multiplicity is 1. The value obtained for the total energy is -156705.3085 eV. For the HOMO energy, the calculation gives -10.304 eV. Its net charge is +1. The relative energy (zero: lowest compared OMol25 entry of this formula, charge and spin) comes out at 0.388 eV.


ORCA calculation (the ωB97M-V functional and the def2-TZVPD basis) on a structure of composition C42H33FeN7O10 in a non-equilibrium geometry.

The geometry in XYZ format:
```
93
Properties=species:S:1:pos:R:3:mulliken_charge:R:1
Fe 2.845 -0.743 0.113 1.31
O 1.716 -2.509 5.730 -0.61
C 2.239 -2.540 4.460 1.14
C 3.447 -1.915 4.163 -0.16
C 3.885 -1.938 2.849 -0.09
N 3.175 -2.524 1.901 -0.43
C 2.040 -3.144 2.168 0.01
C 1.537 -3.208 3.459 -0.45
C 1.375 -3.694 0.880 0.33
O 0.583 -4.634 0.982 -0.81
O 1.747 -3.096 -0.154 -0.52
C 5.208 -1.348 2.294 0.11
O 6.162 -1.243 3.069 -0.80
O 5.156 -1.109 1.068 -0.58
H 2.276 -1.932 6.263 0.29
H 4.014 -1.379 4.913 0.37
H 0.608 -3.710 3.666 0.47
C -10.383 -2.156 -5.396 -0.83
O -9.902 -2.059 -4.088 -0.46
C -8.541 -1.931 -3.899 0.95
C -8.130 -1.900 -2.562 -0.57
C -6.802 -1.792 -2.249 -0.59
C -5.823 -1.708 -3.255 0.31
C -6.246 -1.726 -4.588 -0.81
C -7.590 -1.835 -4.907 -0.50
C -4.460 -1.593 -2.825 0.12
N -4.140 -1.528 -1.546 -0.83
C -2.794 -1.414 -1.497 0.43
C -2.258 -1.418 -2.785 -0.06
N -3.338 -1.539 -3.623 -0.13
C -0.863 -1.365 -3.022 1.07
C -0.257 -1.542 -4.274 -0.46
C 1.111 -1.550 -4.353 -1.13
C 1.852 -1.316 -3.190 -0.85
N 1.307 -1.115 -2.016 0.65
C -0.020 -1.158 -1.894 -0.32
C -0.582 -1.086 -0.558 -1.32
N 0.242 -0.902 0.475 1.52
C -0.225 -0.991 1.696 -1.21
C -1.562 -1.267 1.994 -1.78
C -2.449 -1.402 0.956 -0.45
C -1.964 -1.298 -0.349 0.93
H -11.461 -2.292 -5.306 0.24
H -9.954 -3.015 -5.923 0.33
H -10.183 -1.245 -5.972 0.32
H -8.889 -1.959 -1.796 0.41
H -6.465 -1.769 -1.225 0.54
H -5.525 -1.649 -5.390 0.28
H -7.881 -1.835 -5.947 0.36
H -3.312 -1.544 -4.628 0.20
H -0.868 -1.697 -5.156 0.31
H 1.617 -1.697 -5.295 0.40
H 2.932 -1.307 -3.214 0.58
H 0.497 -0.845 2.485 1.08
H -1.876 -1.364 3.022 0.56
H -3.499 -1.605 1.108 0.54
C 3.537 3.152 -5.088 -0.96
N 3.837 2.615 -3.790 0.20
C 4.915 3.021 -3.080 0.43
C 5.156 2.545 -1.848 -1.33
C 4.224 1.571 -1.296 0.27
O 4.327 1.185 -0.125 -0.41
N 3.241 1.087 -2.086 0.10
C 2.986 1.565 -3.289 0.06
O 2.092 1.204 -4.047 -0.71
H 4.209 3.982 -5.308 0.31
H 2.501 3.498 -5.109 0.27
H 3.642 2.378 -5.854 0.27
H 5.559 3.750 -3.566 0.28
H 6.003 2.851 -1.258 0.42
C 2.598 4.406 7.100 -1.45
C 2.271 3.740 5.789 0.95
C 1.147 2.943 5.654 -0.99
C 0.857 2.298 4.454 1.05
C -0.370 1.440 4.345 -1.51
C 1.722 2.444 3.377 0.51
C 2.838 3.276 3.480 1.32
C 3.708 3.481 2.280 -1.25
C 3.097 3.915 4.685 -1.22
C 1.494 1.671 2.064 -0.49
O 0.647 2.097 1.284 -0.73
O 2.211 0.642 1.976 0.09
H 1.805 4.242 7.827 0.34
H 2.734 5.480 6.969 0.33
H 3.524 4.000 7.509 0.29
H 0.479 2.805 6.498 0.28
H -1.190 1.858 4.930 0.46
H -0.161 0.438 4.719 0.20
H -0.676 1.359 3.306 0.23
H 3.138 3.997 1.507 0.38
H 4.010 2.521 1.859 -0.01
H 4.591 4.069 2.527 0.31
H 3.969 4.553 4.771 0.32
```

The calculation puts the LUMO energy (alpha / beta) at 2.97 / 2.97 eV. As for the expectation value of S²: 6.006. The spin multiplicity is 5. The value obtained for the total energy is -109388.5989 eV. For the HOMO energy (alpha / beta), the calculation gives -3.116 / -3.129 eV. Its net charge is -2. The relative energy (zero: lowest compared OMol25 entry of this formula, charge and spin) comes out at 2.009 eV.


ORCA calculation (the ωB97M-V functional and the def2-TZVPD basis) on a structure of composition C42H34Cl3GeN6O3P2SSe2Ti in a non-equilibrium geometry.

The geometry in XYZ format:
```
95
Properties=species:S:1:pos:R:3:mulliken_charge:R:1
Ti 2.736 1.938 -1.230 -1.24
O 1.731 0.489 -1.677 0.12
C 1.021 0.035 -2.641 -0.36
C 0.374 -1.296 -2.378 -1.34
C -1.754 -1.075 -3.752 0.33
C -0.934 -0.686 -4.934 -1.87
C 0.169 0.068 -4.979 -1.08
C 0.950 0.635 -3.880 1.12
C 1.716 1.809 -4.133 -0.55
N 2.409 2.480 -3.263 0.52
C 3.216 3.611 -3.724 -0.71
C 4.496 3.649 -2.874 -0.96
N 3.998 3.538 -1.514 0.50
C 4.155 4.519 -0.693 -0.47
C 3.306 4.763 0.433 0.88
C 3.597 5.782 1.351 -0.68
C 2.694 6.134 2.322 -0.75
C 1.460 5.477 2.379 -0.60
C 1.140 4.488 1.480 -0.59
C 2.064 4.082 0.510 0.34
O 1.772 3.139 -0.360 0.11
H 0.755 -1.638 -1.418 0.11
H -2.733 -0.606 -3.734 0.50
H -1.356 -1.012 -5.880 0.37
H 0.550 0.317 -5.966 0.40
H 1.705 2.171 -5.164 0.30
H 2.653 4.534 -3.553 0.29
H 3.456 3.533 -4.787 0.49
H 5.038 4.584 -3.033 0.49
H 5.133 2.803 -3.122 0.21
H 4.903 5.280 -0.921 0.35
H 4.557 6.281 1.282 0.43
H 2.931 6.912 3.035 0.40
H 0.750 5.746 3.150 0.43
H 0.193 3.966 1.532 0.55
Se 1.467 -3.998 3.166 -0.32
P -0.088 -2.959 2.224 0.18
C -1.358 -2.507 3.450 0.94
C -2.647 -3.030 3.480 0.11
C -3.466 -2.778 4.572 -0.98
C -3.012 -1.992 5.619 -0.42
C -1.736 -1.445 5.578 -0.86
C -0.907 -1.712 4.503 -0.83
C -0.859 -4.046 0.990 0.51
C -1.471 -5.211 1.459 -0.78
C -1.919 -6.165 0.563 -0.84
C -1.728 -5.988 -0.802 -0.85
C -1.073 -4.859 -1.265 -0.27
C -0.639 -3.893 -0.370 0.00
C 0.473 -1.357 1.510 0.50
C 0.038 -0.194 0.792 0.10
N 1.051 0.679 0.853 0.51
N 1.989 0.117 1.575 0.18
N 1.705 -1.087 1.970 -0.79
P -1.427 0.408 -0.156 1.50
Se -1.260 2.132 -1.354 -0.32
C -2.629 0.738 1.183 0.83
C -2.873 2.072 1.499 -1.09
C -3.710 2.402 2.552 -0.83
C -4.340 1.400 3.274 -0.90
C -4.112 0.071 2.953 -1.10
C -3.239 -0.265 1.930 -0.06
C -1.963 -0.972 -1.205 0.57
C -3.201 -1.489 -1.039 -0.89
C -3.677 -2.622 -1.789 -1.35
C -2.938 -3.160 -2.769 -1.30
C -1.733 -2.504 -3.260 -0.63
C -1.146 -1.334 -2.409 1.91
H -3.010 -3.629 2.656 0.34
H -4.460 -3.208 4.607 0.41
H -3.653 -1.802 6.471 0.41
H -1.380 -0.830 6.394 0.44
H 0.109 -1.333 4.480 0.42
H -1.559 -5.380 2.524 0.61
H -2.399 -7.063 0.931 0.40
H -2.070 -6.742 -1.499 0.45
H -0.879 -4.739 -2.324 0.69
H -0.104 -3.028 -0.727 0.07
H -2.416 2.847 0.898 0.21
H -3.878 3.442 2.800 0.44
H -5.011 1.656 4.083 0.40
H -4.613 -0.710 3.505 0.61
H -3.045 -1.303 1.708 0.53
H -3.827 -1.117 -0.240 0.88
H -4.596 -3.095 -1.469 0.43
H -3.207 -4.114 -3.204 0.48
H -1.015 -3.151 -3.752 0.73
H 0.741 -1.970 -3.156 0.99
O 3.259 2.321 2.126 -0.48
S 3.693 1.039 1.607 0.32
N 3.850 1.103 0.042 0.27
Cl 4.367 0.331 -2.678 -0.32
Ge 5.326 -0.131 -0.664 0.60
Cl 6.743 1.572 -0.667 -0.38
Cl 6.615 -1.869 -1.592 -0.41
```

The calculation puts the LUMO energy (alpha / beta) at -0.93 / -1.64 eV. As for the expectation value of S²: 0.756. The spin multiplicity is 2. The value obtained for the total energy is -336496.4776 eV. For the HOMO energy (alpha / beta), the calculation gives -7.644 / -7.644 eV. Its net charge is 0. The relative energy (zero: lowest compared OMol25 entry of this formula, charge and spin) comes out at 3.628 eV.


Which formula does entry 1 have? C42H33BrClLaN3O3P2


The highest relative energy (zero: lowest compared OMol25 entry of this formula, charge and spin) belongs to which entry? C42H34Cl3GeN6O3P2SSe2Ti


What is the relative energy (zero: lowest compared OMol25 entry of this formula, charge and spin) in the third record? 3.628 eV